# 1
Here is a structure of composition C3H6N2S in a non-equilibrium geometry from the OMol25 dataset. Energies are from the ωB97M-V functional and the def2-TZVPD basis.

Summary:
HOMO level ... -0.334 Eh
HOMO-LUMO gap ... 0.3480 Eh
Energy above the lowest of the compared OMol25 structures with the same formula, charge and spin ... 5.706 eV
E_tot ... -17018.335 eV
Maximum force ... 0.07796 Eh/bohr
Charge ... 0
E_LUMO ... 0.37 eV

Atoms and positions in Å:
1 C 1.188 -1.094 -0.655
2 C -1.467 0.067 0.377
3 C -0.327 0.416 -0.566
4 N 2.258 -0.245 -0.029
5 N 1.636 -1.261 0.611
6 S 0.868 1.538 0.024
7 H 1.242 -1.827 -1.534
8 H -1.055 -0.346 1.328
9 H -2.065 -0.728 -0.018
10 H -2.096 0.935 0.621
11 H -0.698 0.818 -1.437
12 H 0.515 1.727 1.280

Here are the Löwdin charges for atoms 1 to 5, given in e: atom 1 (C): -0.28, atom 2 (C): -0.17, atom 3 (C): -0.56, atom 4 (N): -0.11, atom 5 (N): 0.01

# 2
Here is a structure of composition C40H49F6NO4PS2Ta from the OMol25 dataset. Energies are from the ωB97M-V functional and the def2-TZVPD basis.

Summary:
HOMO level ... -0.515 Eh
HOMO-LUMO gap ... 0.2472 Eh
Energy above the lowest of the compared OMol25 structures with the same formula, charge and spin ... 0.000 eV
E_tot ... -100755.298 eV
Maximum force ... 0.01512 Eh/bohr
Charge ... +2
E_LUMO ... -7.29 eV

Atoms and positions in Å:
1 Ta -0.264 -0.160 0.364
2 C -2.869 1.666 1.532
3 C -1.659 1.704 2.177
4 C -0.579 1.913 1.126
5 C -1.319 1.790 -0.146
6 C -2.700 1.835 0.136
7 C -3.811 2.168 -0.803
8 C -3.326 2.235 -2.249
9 C -4.988 1.202 -0.586
10 C -4.287 3.581 -0.389
11 C 0.319 3.218 1.157
12 C 0.988 3.509 -0.197
13 C 1.383 3.209 2.241
14 C -0.634 4.403 1.381
15 C -1.579 1.523 3.685
16 C -1.696 2.892 4.391
17 C -2.753 0.667 4.184
18 C -0.281 0.841 4.119
19 H -3.825 1.554 2.012
20 H -0.934 2.167 -1.086
21 H -2.791 1.339 -2.557
22 H -2.654 3.083 -2.391
23 H -4.170 2.376 -2.922
24 H -4.694 0.155 -0.602
25 H -5.734 1.366 -1.362
26 H -5.467 1.389 0.374
27 H -3.484 4.314 -0.468
28 H -4.675 3.597 0.628
29 H -5.087 3.887 -1.062
30 H 1.486 2.662 -0.658
31 H 1.744 4.278 -0.046
32 H 0.276 3.908 -0.918
33 H 2.106 2.416 2.083
34 H 0.963 3.104 3.239
35 H 1.926 4.154 2.218
36 H -1.463 4.381 0.672
37 H -0.093 5.334 1.212
38 H -1.043 4.441 2.381
39 H -2.529 3.480 4.009
40 H -0.784 3.478 4.314
41 H -1.875 2.702 5.449
42 H -3.705 1.192 4.140
43 H -2.576 0.418 5.230
44 H -2.843 -0.267 3.627
45 H 0.554 1.078 3.461
46 H -0.393 -0.242 4.157
47 H -0.012 1.163 5.124
48 C 2.942 0.550 4.769
49 C 3.682 0.824 3.489
50 C 4.794 1.656 3.613
51 C 5.568 2.031 2.532
52 C 5.256 1.547 1.272
53 C 4.178 0.696 1.123
54 C 3.366 0.333 2.209
55 P 1.999 -0.815 1.815
56 C 1.714 -1.993 3.161
57 C 0.381 -2.271 3.486
58 C 0.041 -3.167 4.481
59 C 1.059 -3.807 5.175
60 C 2.379 -3.529 4.875
61 C 2.743 -2.616 3.885
62 C 4.214 -2.335 3.730
63 C 2.603 -1.740 0.368
64 C 3.354 -2.906 0.419
65 C 3.806 -3.483 -0.759
66 C 3.500 -2.905 -1.983
67 C 2.720 -1.760 -2.043
68 C 2.267 -1.174 -0.869
69 C 1.453 0.090 -0.881
70 H 3.657 0.357 5.568
71 H 2.253 -0.290 4.732
72 H 2.378 1.434 5.062
73 H 5.050 2.020 4.599
74 H 6.422 2.679 2.674
75 H 5.859 1.807 0.414
76 H 3.993 0.295 0.139
77 H -0.425 -1.764 2.967
78 H -0.996 -3.359 4.717
79 H 0.824 -4.513 5.959
80 H 3.164 -4.020 5.434
81 H 4.561 -1.720 4.561
82 H 4.480 -1.816 2.813
83 H 4.773 -3.269 3.768
84 H 3.576 -3.382 1.362
85 H 4.392 -4.390 -0.722
86 H 3.860 -3.355 -2.897
87 H 2.463 -1.325 -2.999
88 H 1.147 0.391 -1.886
89 H 1.997 0.917 -0.405
90 F -4.443 -2.671 -1.856
91 C -3.524 -1.910 -2.396
92 F -4.002 -0.718 -2.682
93 F -3.009 -2.464 -3.461
94 S -2.105 -1.745 -1.149
95 O -2.422 -1.062 0.139
96 O -1.011 -0.901 -1.711
97 N -1.777 -3.253 -1.010
98 S -0.381 -3.519 -0.294
99 O 0.653 -3.982 -1.135
100 O -0.092 -2.305 0.554
101 C -0.749 -4.820 0.983
102 F 0.330 -4.962 1.729
103 F -1.772 -4.441 1.724
104 F -1.028 -5.938 0.345

Here are the Löwdin charges for atoms 1 to 5, given in e: atom 1 (Ta): 1.85, atom 2 (C): 0.03, atom 3 (C): -0.09, atom 4 (C): -0.30, atom 5 (C): -0.22

# 3
Here is the molecule C3H2ClF in a non-equilibrium geometry from the OMol25 dataset. Energies are from the ωB97M-V functional and the def2-TZVPD basis.

Summary:
HOMO level ... -0.317 Eh
HOMO-LUMO gap ... 0.3218 Eh
SMILES ... C=C=C(F)Cl
Energy above the lowest of the compared OMol25 structures with the same formula, charge and spin ... 2.779 eV
E_tot ... -18378.298 eV
Maximum force ... 0.17776 Eh/bohr
Charge ... 0
E_LUMO ... 0.14 eV

Atoms and positions in Å:
1 C 0.432 -1.207 0.961
2 C -0.026 -0.125 0.141
3 C -0.467 1.037 -0.864
4 F -0.867 0.716 -2.067
5 Cl -0.144 2.692 -0.694
6 H -0.132 -1.239 1.788
7 H 1.204 -1.873 0.734

Here are the Löwdin charges for atoms 1 to 5, given in e: atom 1 (C): 0.02, atom 2 (C): 0.06, atom 3 (C): -0.79, atom 4 (F): 0.00, atom 5 (Cl): 0.70